Run w
A single C3H2N2O3 molecule, computed with the ωB97M-V functional and the def2-TZVPD basis.

Structure (ORCA input):
```
! RIJCOSX wB97M-V def2-TZVPD def2/J DEFGRID3
* xyz 0 1
O 2.68 0.65 -0.15
N 1.83 -0.31 0.04
O 2.24 -1.44 0.19
C 0.38 -0.19 -0.03
C -0.54 0.81 0.03
C -1.82 0.15 0.19
O -1.57 -1.06 -0.09
N -0.23 -1.41 -0.22
H -0.28 1.99 -0.05
H -2.70 0.81 0.09
*
```

**HOMO energy**: -0.390 Ha
**Structure (SMILES)**: O=[N+]([O-])c1ccon1

---

Run x
A molecular structure, C3H2N2O3, computed with the ωB97M-V functional and the def2-TZVPD basis.

Structure (ORCA input):
```
! RIJCOSX wB97M-V def2-TZVPD def2/J DEFGRID3
* xyz 0 1
C 0.95 -0.63 0.08
C -1.36 -0.74 0.04
C -0.61 1.31 -0.08
H 2.75 -0.29 0.65
H -0.49 2.35 -0.63
N -0.15 -1.26 -0.34
N -1.67 0.69 -0.35
O 2.16 -0.93 -0.22
O -2.35 -1.32 0.34
O 0.77 0.82 0.51
*
```

**HOMO energy**: -0.381 Ha

---

run x is favored, and the nearest alternative lies 0.1097 hartree above it.

---

Run w
A single C3H2N2O3 molecule, computed with the ωB97M-V functional and the def2-TZVPD basis.

Structure (ORCA input):
```
! RIJCOSX wB97M-V def2-TZVPD def2/J DEFGRID3
* xyz 0 1
N -2.35 -0.98 -0.52
C -1.31 -1.33 -0.13
C 0.17 -1.39 0.11
O 0.83 -2.26 0.66
C 1.00 -0.11 -0.17
O 2.15 -0.39 -0.52
N 0.53 1.21 -0.06
O -0.77 1.37 0.62
H 1.16 2.04 0.08
H -1.41 1.85 -0.08
*
```

**HOMO energy**: -0.397 Ha
**Structure (SMILES)**: N#CC(=O)C(=O)NO

---

Run x
A single C3H2N2O3 molecule, computed with the ωB97M-V functional and the def2-TZVPD basis.

Structure (ORCA input):
```
! RIJCOSX wB97M-V def2-TZVPD def2/J DEFGRID3
* xyz 0 1
H 0.77 -2.60 -0.11
N -0.26 -2.32 -0.14
C -0.34 -0.98 -0.13
N -1.28 0.05 -0.46
C -0.65 1.23 -0.09
O -1.04 2.33 -0.41
O 0.58 0.87 0.57
C 0.89 -0.39 0.23
O 2.05 -0.77 0.45
H -2.14 -0.18 -0.68
*
```

**HOMO energy**: -0.404 Ha
**Structure (SMILES)**: [H]/N=C1/NC(=O)OC1=O

---

run x is favored, and the nearest alternative lies 0.0889 hartree above it.

---

Run w
A molecular structure, H9N3Si2, computed with the ωB97M-V functional and the def2-TZVPD basis.

Structure (ORCA input):
```
! RIJCOSX wB97M-V def2-TZVPD def2/J DEFGRID3
* xyz 0 1
N -2.47 0.23 0.27
N 0.02 1.93 0.63
N 0.51 -1.35 0.07
Si 1.51 -0.67 -1.08
Si -0.86 0.47 0.87
H -2.98 0.89 -0.27
H -3.00 -0.68 0.35
H 0.82 1.57 1.07
H 0.09 2.08 -0.37
H 0.93 -1.97 0.68
H 1.04 -1.33 -2.32
H 2.96 -1.03 -0.99
H 1.49 0.86 -1.07
H -0.72 0.14 2.37
*
```

**HOMO energy**: -0.315 Ha

---

Run x
A molecular structure, H9N3Si2, computed with the ωB97M-V functional and the def2-TZVPD basis.

Structure (ORCA input):
```
! RIJCOSX wB97M-V def2-TZVPD def2/J DEFGRID3
* xyz 0 1
N -1.79 -1.26 -1.82
N -0.21 1.91 1.34
N 1.95 0.15 1.20
Si -0.17 -0.89 -1.37
Si 0.24 0.20 1.26
H -2.12 -1.86 -2.60
H -2.38 -0.52 -1.69
H -0.86 2.19 0.60
H -0.43 2.07 2.28
H 2.38 -0.75 0.90
H 2.38 0.88 0.71
H 0.36 0.22 -2.29
H 0.72 -2.01 -1.23
H -0.06 -0.34 2.69
*
```

**HOMO energy**: -0.289 Ha

---

run x is favored, and the nearest alternative lies 0.0156 hartree above it.

---

Run w
5 unconnected molecules or ions with the total composition C2H13NO4, computed with the ωB97M-V functional and the def2-TZVPD basis.

Structure (ORCA input):
```
! RIJCOSX wB97M-V def2-TZVPD def2/J DEFGRID3
* xyz 0 1
C 0.84 -1.93 -0.75
C -0.32 -1.37 -0.42
N -0.44 -0.36 0.52
H 1.79 -1.96 -0.24
H 0.85 -2.71 -1.52
H -1.20 -1.89 -0.79
H 0.38 -0.13 1.06
H -1.29 -0.18 1.02
O 5.72 1.72 -0.84
H 5.65 2.33 -1.59
H 6.52 1.22 -1.06
O 2.56 1.19 3.07
H 2.64 2.02 3.55
H 3.05 0.49 3.50
O -5.70 2.52 -2.92
H -5.05 1.91 -2.51
H -6.42 1.87 -2.96
O -3.35 -1.60 0.66
H -2.40 -1.67 0.77
H -3.83 -1.48 1.47
*
```

**HOMO energy**: -0.297 Ha
**Structure (SMILES)**: C=CN.O.O.O.O

---

Run x
5 unconnected molecules or ions with the total composition C2H13NO4, computed with the ωB97M-V functional and the def2-TZVPD basis.

Structure (ORCA input):
```
! RIJCOSX wB97M-V def2-TZVPD def2/J DEFGRID3
* xyz 0 1
C -0.91 1.01 -3.89
N 0.12 0.18 -3.74
C -0.37 -1.21 -3.36
H -0.82 2.14 -3.93
H -1.93 0.63 -3.96
H -1.43 -1.33 -3.20
H 0.14 -1.55 -2.40
H 0.04 -2.00 -4.09
O -0.57 -0.42 3.50
H -1.26 -0.78 2.87
H 0.16 -1.07 3.21
O -0.13 0.19 0.06
H -0.32 0.47 -0.87
H 0.35 -0.62 0.08
O 0.41 -2.43 6.34
H 0.98 -1.85 6.88
H -0.23 -2.81 6.97
O 1.73 3.74 -0.43
H 1.56 4.47 0.10
H 2.48 3.24 -0.15
*
```

**HOMO energy**: -0.377 Ha
**Structure (SMILES)**: C=NC.O.O.O.O

---

Run y
5 unconnected molecules or ions with the total composition C2H13NO4, computed with the ωB97M-V functional and the def2-TZVPD basis.

Structure (ORCA input):
```
! RIJCOSX wB97M-V def2-TZVPD def2/J DEFGRID3
* xyz 0 1
C -0.24 -1.09 -0.39
N -0.73 -0.51 -1.39
C 0.08 -0.52 -2.61
H -0.88 -1.16 0.49
H 0.78 -1.44 -0.28
H -0.55 -0.29 -3.47
H 0.50 -1.52 -2.79
H 0.80 0.29 -2.59
O 0.53 -0.20 2.63
H 0.90 0.00 3.50
H 0.14 0.63 2.30
O -0.11 2.45 0.76
H 0.78 2.65 0.46
H -0.56 2.43 -0.11
O 2.20 -2.51 1.57
H 1.87 -3.41 1.56
H 1.55 -1.98 2.05
O -1.94 2.03 -1.45
H -1.87 1.07 -1.31
H -2.84 2.33 -1.52
*
```

**HOMO energy**: -0.366 Ha
**Structure (SMILES)**: C=NC.O.O.O.O

---

Run z
4 unconnected molecules or ions with the total composition C2H13NO4, computed with the ωB97M-V functional and the def2-TZVPD basis.

Structure (ORCA input):
```
! RIJCOSX wB97M-V def2-TZVPD def2/J DEFGRID3
* xyz 0 1
N -1.08 0.01 -0.16
C -1.01 1.40 0.29
C -0.36 1.41 1.75
O 1.02 1.45 1.83
H -1.27 -0.10 -1.13
H -1.93 -0.43 0.33
H -1.92 2.05 0.36
H -0.30 1.85 -0.39
H -0.79 0.60 2.34
H -0.59 2.33 2.34
H 1.49 0.89 1.22
O 1.59 -1.65 -1.75
H 1.64 -2.48 -2.21
H 1.96 -1.81 -0.84
O 1.04 -1.67 1.04
H 0.89 -1.65 1.97
H 0.26 -1.19 0.68
O -0.55 -0.55 -2.65
H -0.49 0.37 -2.67
H 0.42 -0.82 -2.35
*
```

**HOMO energy**: -0.356 Ha
**Structure (SMILES)**: NCCO.O.O.O

---

run y is favored, and the nearest alternative lies 0.0092 hartree above it.

---

Run w
4 unconnected molecules or ions with the total composition C2H13NO4, computed with the ωB97M-V functional and the def2-TZVPD basis.

Structure (ORCA input):
```
! RIJCOSX wB97M-V def2-TZVPD def2/J DEFGRID3
* xyz 0 1
N 2.20 0.50 1.32
C 1.30 -0.31 2.11
C 0.45 -1.18 1.20
O -0.16 -0.40 0.18
H 3.06 0.12 0.98
H 2.20 1.47 1.54
H 1.79 -0.97 2.84
H 0.64 0.38 2.64
H 1.03 -2.00 0.76
H -0.33 -1.68 1.75
H 0.60 0.10 -0.15
O -2.84 0.82 -2.58
H -2.70 1.48 -1.89
H -2.28 0.08 -2.33
O -1.79 -2.83 -0.90
H -1.13 -2.26 -0.50
H -1.31 -3.36 -1.54
O 1.18 3.00 -0.69
H 1.47 3.90 -0.82
H 0.34 3.07 -0.23
*
```

**HOMO energy**: -0.349 Ha
**Structure (SMILES)**: NCCO.O.O.O

---

Run x
4 unconnected molecules or ions with the total composition C2H13NO4, computed with the ωB97M-V functional and the def2-TZVPD basis.

Structure (ORCA input):
```
! RIJCOSX wB97M-V def2-TZVPD def2/J DEFGRID3
* xyz 0 1
C -0.77 -0.27 -1.40
N -0.62 1.08 -2.11
C 0.24 1.96 -1.45
O -0.58 2.70 -0.42
H 0.23 -0.91 -1.46
H -1.56 -0.92 -1.77
H -0.99 0.08 -0.41
H -0.67 0.95 -3.09
H 1.11 1.49 -0.95
H 0.60 2.78 -2.16
H -1.22 2.89 -1.02
O -0.94 -2.30 3.33
H -0.67 -3.08 2.80
H -0.88 -1.52 2.76
O -0.14 0.12 2.12
H -0.62 0.86 1.74
H 0.73 0.55 2.16
O 1.94 -1.99 0.63
H 2.22 -2.92 0.62
H 2.58 -1.55 0.09
*
```

**HOMO energy**: -0.345 Ha
**Structure (SMILES)**: CNCO.O.O.O

---

run w is favored, and the nearest alternative lies 0.0367 hartree above it.